Record 1
{
  "formula": "C3H7N3O",
  "method": "ωB97M-V/def2-TZVPD",
  "elements": ["C", "N", "C", "O", "N", "C", "N", "H", "H", "H", "H", "H", "H", "H"],
  "xyz": [[2.451, -0.121, -0.167], [1.048, -0.255, 0.186], [0.175, 0.666, -0.320], [0.473, 1.500, -1.151], [-1.138, 0.583, 0.226], [-2.000, -0.448, -0.160], [-3.230, -0.192, -0.337], [2.503, 0.221, -1.200], [2.961, -1.083, -0.070], [2.955, 0.628, 0.457], [0.833, -0.610, 1.106], [-1.613, 1.473, 0.106], [-1.517, -1.426, -0.268], [-3.753, -1.025, -0.591]],
  "nbo_charge": [-0.419, -0.627, 0.782, -0.610, -0.673, 0.280, -0.680, 0.235, 0.202, 0.193, 0.398, 0.412, 0.160, 0.347],
  "largest_force_ev_per_a": 0.5,
  "e_homo_ev": -9.714,
  "e_tot_ha": -358.0355,
  "relative_energy_kcal_mol": 9.0,
  "spin_multiplicity": 1
}

Record 2
{
  "formula": "C32H32BrN5O6P2SY",
  "method": "ωB97M-V/def2-TZVPD",
  "elements": ["Y", "O", "C", "O", "C", "C", "C", "C", "C", "N", "C", "O", "O", "H", "H", "H", "C", "C", "N", "N", "C", "N", "S", "C", "C", "C", "C", "C", "N", "H", "H", "H", "H", "H", "H", "H", "H", "H", "C", "P", "C", "C", "C", "C", "C", "C", "C", "P", "C", "C", "H", "H", "H", "H", "H", "H", "H", "H", "H", "H", "H", "H", "H", "H", "H", "H", "Br", "C", "C", "C", "C", "C", "C", "C", "O", "O", "H", "H", "H", "H"],
  "xyz": [[-0.078, 1.206, 2.766], [-0.693, -0.900, -0.875], [-0.687, 0.128, -0.192], [0.291, 0.561, 0.511], [-1.954, 0.945, 0.005], [-2.909, 1.165, -1.030], [-3.844, 2.127, -0.684], [-3.891, 2.830, 0.553], [-2.958, 2.396, 1.553], [-2.010, 1.491, 1.246], [-2.770, 3.045, 2.885], [-3.703, 3.589, 3.497], [-1.515, 2.827, 3.332], [-2.649, 0.755, -1.980], [-4.643, 2.649, -1.332], [-4.593, 3.560, 0.822], [-2.375, -2.370, 5.123], [-1.346, -1.679, 4.323], [-1.182, -0.348, 4.409], [-1.791, 0.420, 5.353], [-1.081, 1.494, 5.761], [-1.765, 2.263, 6.601], [0.585, 1.852, 5.531], [-0.495, -2.439, 3.393], [-0.447, -3.829, 3.310], [0.568, -4.376, 2.512], [1.411, -3.613, 1.735], [1.222, -2.283, 1.778], [0.248, -1.731, 2.556], [-2.683, -1.747, 5.957], [-2.056, -3.411, 5.489], [-3.285, -2.520, 4.471], [-2.780, 2.084, 6.699], [-1.235, 3.006, 7.127], [-1.245, -4.409, 3.804], [0.709, -5.510, 2.567], [2.108, -3.971, 1.034], [1.800, -1.601, 1.018], [1.683, 0.399, -3.541], [0.115, 0.070, -4.307], [0.243, 1.325, -5.589], [0.391, -1.504, -5.248], [1.433, -1.729, -6.233], [1.907, -3.000, -6.461], [1.081, -4.085, -6.048], [0.102, -3.907, -5.144], [-0.264, -2.588, -4.762], [-1.758, -2.140, -3.810], [-3.136, -2.870, -4.851], [-1.586, -3.354, -2.429], [2.429, 0.798, -4.196], [1.885, -0.553, -2.994], [1.651, 1.091, -2.688], [0.257, 2.369, -5.200], [-0.603, 1.250, -6.325], [1.185, 1.174, -6.122], [1.825, -0.818, -6.640], [2.844, -3.293, -7.031], [1.232, -5.142, -6.290], [-0.524, -4.746, -4.762], [-3.195, -3.980, -4.805], [-2.980, -2.326, -5.802], [-4.010, -2.556, -4.341], [-2.396, -3.033, -1.873], [-0.760, -2.996, -1.790], [-1.671, -4.373, -2.688], [7.031, 6.227, 1.822], [5.567, 5.134, 2.063], [5.665, 3.792, 1.695], [4.536, 2.997, 1.914], [3.258, 3.546, 2.111], [3.162, 4.916, 2.432], [4.381, 5.672, 2.560], [2.029, 2.672, 2.272], [0.872, 3.184, 2.062], [2.175, 1.462, 2.718], [6.563, 3.452, 1.245], [4.485, 1.886, 1.758], [2.192, 5.394, 2.434], [4.430, 6.528, 3.256]],
  "mulliken_charge": [1.090, -0.386, 0.463, -0.748, 0.563, -1.049, -0.209, -0.992, 0.711, 0.234, 0.073, -0.708, -0.467, 0.424, 0.206, 0.568, -1.598, 0.502, 0.987, -1.385, 0.551, -0.365, -0.579, 0.578, -0.856, -0.300, -0.769, -0.048, 0.098, 0.446, 0.329, 0.237, 0.260, 0.237, 0.298, 0.272, 0.476, 0.121, -1.255, 0.718, -1.396, -0.022, -0.370, -0.624, -0.380, -0.292, 0.064, 0.539, -1.348, -1.346, 0.455, 0.301, 0.390, 0.376, 0.290, 0.387, 0.298, 0.287, 0.336, 0.199, 0.355, 0.324, 0.437, 0.491, 0.184, 0.575, -0.193, 0.406, -0.629, -0.287, 0.109, -0.420, -0.553, 1.237, -0.639, -0.803, 0.455, 0.299, 0.449, 0.330],
  "largest_force_ev_per_a": 4.5,
  "e_homo_ev": -5.002,
  "charge": -1,
  "e_tot_ha": -5657.3001,
  "relative_energy_kcal_mol": 94.3,
  "spin_multiplicity": 1
}

Record 3
{
  "formula": "C38H93N5O23S6",
  "method": "ωB97M-V/def2-TZVPD",
  "elements": ["C", "C", "O", "H", "H", "H", "H", "H", "H", "C", "C", "O", "H", "H", "H", "H", "H", "H", "C", "C", "O", "H", "H", "H", "H", "H", "H", "C", "C", "O", "H", "H", "H", "H", "H", "H", "C", "C", "O", "H", "H", "H", "H", "H", "H", "C", "C", "N", "H", "H", "H", "C", "C", "N", "H", "H", "H", "C", "C", "N", "H", "H", "H", "C", "C", "N", "H", "H", "H", "C", "C", "N", "H", "H", "H", "O", "S", "O", "O", "C", "C", "C", "H", "H", "H", "H", "H", "H", "H", "H", "O", "S", "O", "O", "C", "C", "C", "H", "H", "H", "H", "H", "H", "H", "H", "O", "S", "O", "O", "C", "C", "C", "H", "H", "H", "H", "H", "H", "H", "H", "O", "S", "O", "O", "C", "C", "C", "H", "H", "H", "H", "H", "H", "H", "H", "O", "S", "O", "O", "C", "C", "C", "H", "H", "H", "H", "H", "H", "H", "H", "O", "S", "O", "O", "C", "C", "C", "H", "H", "H", "H", "H", "H", "H", "H"],
  "xyz": [[-0.727, 5.466, 3.893], [-1.158, 3.997, 3.785], [-2.118, 3.736, 4.815], [-0.137, 5.636, 4.796], [-1.631, 6.066, 3.993], [-0.110, 5.745, 3.038], [-0.220, 3.445, 3.904], [-1.647, 3.751, 2.846], [-1.673, 3.742, 5.667], [5.782, 1.630, 1.242], [6.369, 0.969, 2.434], [5.628, 1.304, 3.660], [4.771, 1.280, 1.015], [6.395, 1.578, 0.340], [5.629, 2.706, 1.391], [7.365, 1.342, 2.679], [6.415, -0.114, 2.325], [6.153, 1.984, 4.082], [2.005, 2.462, 2.516], [2.103, 1.506, 3.706], [3.001, 0.453, 3.375], [2.939, 3.028, 2.454], [1.193, 3.177, 2.666], [1.926, 1.976, 1.543], [1.142, 1.007, 3.848], [2.427, 2.009, 4.618], [3.934, 0.717, 3.473], [-5.046, 1.193, -1.985], [-4.114, -0.007, -1.961], [-4.827, -1.221, -2.080], [-5.430, 1.356, -2.996], [-4.557, 2.101, -1.632], [-5.956, 1.074, -1.394], [-3.510, 0.017, -1.044], [-3.426, 0.131, -2.803], [-4.143, -1.898, -2.158], [1.479, 2.303, -2.230], [2.580, 1.290, -2.439], [3.400, 1.211, -1.272], [1.953, 3.281, -2.081], [0.855, 2.137, -1.355], [0.912, 2.478, -3.147], [3.155, 1.609, -3.315], [2.212, 0.296, -2.705], [4.216, 1.673, -1.488], [3.040, -4.122, -4.218], [4.360, -4.524, -4.679], [5.399, -4.879, -5.011], [2.657, -4.828, -3.487], [2.364, -4.021, -5.067], [3.149, -3.121, -3.798], [-0.251, -4.461, -2.397], [-1.362, -3.589, -2.079], [-2.271, -2.957, -1.788], [-0.494, -5.186, -3.176], [-0.040, -4.991, -1.468], [0.581, -3.898, -2.812], [3.904, -2.803, 4.336], [4.740, -2.879, 3.131], [5.353, -2.922, 2.162], [3.585, -1.766, 4.459], [4.554, -3.061, 5.170], [3.036, -3.448, 4.235], [5.162, -1.155, -2.834], [6.470, -0.832, -2.253], [7.501, -0.634, -1.793], [5.313, -1.902, -3.613], [4.618, -0.315, -3.260], [4.504, -1.560, -2.068], [-0.397, -3.540, 3.318], [-0.973, -4.815, 2.908], [-1.359, -5.835, 2.551], [-1.057, -2.907, 3.904], [-0.138, -2.985, 2.417], [0.541, -3.639, 3.861], [-2.063, 6.379, -1.578], [-2.745, 5.179, -2.015], [-4.179, 5.146, -2.013], [-2.228, 4.822, -3.510], [-0.853, 4.981, -3.824], [-0.653, 4.432, -5.228], [-2.050, 3.742, -1.107], [-0.143, 4.561, -3.110], [-0.642, 6.055, -3.860], [0.367, 4.561, -5.593], [-1.263, 5.031, -5.907], [-0.946, 3.386, -5.258], [-2.252, 2.852, -1.701], [-2.549, 3.587, -0.151], [-1.002, 3.988, -0.960], [0.890, -3.136, 0.456], [1.363, -2.021, -0.329], [1.706, -2.152, -1.734], [0.363, -0.723, -0.263], [-0.156, -0.422, 1.061], [-0.994, 0.832, 1.021], [2.814, -1.347, 0.481], [0.652, -0.501, 1.794], [-0.818, -1.257, 1.317], [-1.997, 0.646, 0.640], [-0.493, 1.618, 0.452], [-1.151, 1.251, 2.018], [2.610, -0.353, 0.870], [3.586, -1.270, -0.275], [3.083, -2.044, 1.265], [2.951, -8.029, 3.559], [2.641, -6.623, 3.349], [1.602, -5.986, 4.103], [3.997, -5.746, 3.575], [5.120, -6.191, 2.788], [6.351, -6.106, 3.699], [2.326, -6.361, 1.586], [5.223, -5.479, 1.966], [5.004, -7.187, 2.362], [7.230, -6.443, 3.153], [6.131, -6.733, 4.562], [6.514, -5.080, 4.022], [3.151, -6.699, 0.969], [2.255, -5.277, 1.481], [1.352, -6.810, 1.408], [-4.553, -1.976, 4.527], [-3.432, -1.099, 4.292], [-2.327, -1.050, 5.200], [-2.801, -1.398, 2.823], [-3.713, -1.744, 1.772], [-3.549, -3.173, 1.287], [-3.940, 0.605, 4.024], [-3.444, -1.088, 0.937], [-4.750, -1.473, 1.980], [-4.132, -3.273, 0.371], [-3.834, -3.948, 1.994], [-2.497, -3.257, 1.009], [-3.106, 1.186, 3.644], [-4.321, 1.102, 4.916], [-4.776, 0.583, 3.326], [-0.174, 0.936, -5.840], [-1.085, 0.567, -4.798], [-1.594, 1.500, -3.812], [-2.399, -0.151, -5.478], [-3.431, 0.695, -5.991], [-2.952, 1.606, -7.111], [-0.500, -0.884, -3.907], [-3.990, 1.224, -5.218], [-4.117, -0.044, -6.411], [-2.244, 2.366, -6.789], [-3.767, 2.124, -7.625], [-2.533, 1.051, -7.954], [0.020, -1.487, -4.648], [-1.396, -1.285, -3.448], [0.223, -0.549, -3.167], [-3.934, 1.730, 1.078], [-4.338, 3.098, 0.916], [-3.390, 4.129, 0.560], [-5.554, 3.099, -0.157], [-5.876, 4.374, -0.758], [-6.669, 4.048, -2.001], [-5.210, 3.622, 2.410], [-4.998, 4.952, -1.059], [-6.332, 5.073, -0.052], [-6.053, 3.467, -2.684], [-7.004, 4.929, -2.553], [-7.601, 3.508, -1.825], [-6.031, 2.935, 2.585], [-5.525, 4.643, 2.209], [-4.473, 3.615, 3.214]],
  "mulliken_charge": [-1.507, 0.860, -0.511, 0.404, 0.407, 0.345, -0.179, -0.090, 0.324, -0.340, -0.442, -0.606, -0.293, 0.398, 0.337, 0.462, 0.144, 0.288, 0.152, -0.384, -0.179, 0.375, -0.210, -0.339, 0.160, 0.489, 0.093, -0.726, 1.769, -0.810, 0.467, -0.451, 0.409, -0.396, -0.657, 0.466, -0.257, -0.277, -0.199, 0.603, -0.401, 0.032, 0.633, -0.201, 0.175, -0.058, 0.050, -0.396, 0.222, 0.343, -0.162, -0.428, 0.332, -0.309, 0.517, 0.191, -0.254, -0.401, 0.644, -0.632, 0.117, 0.433, -0.061, -0.136, 0.147, -0.467, 0.453, 0.161, -0.174, 1.138, 0.198, -0.666, 0.038, -0.886, 0.129, -0.811, 1.213, -0.606, -0.267, -0.034, -1.094, 0.726, 0.075, 0.417, 0.426, 0.451, -0.102, -0.327, -1.176, 0.776, -0.082, 0.017, -0.289, 0.434, 1.108, 0.284, 0.518, 0.397, -0.903, -0.680, -0.303, -0.163, -0.472, -0.270, -0.031, -0.654, 1.038, -0.549, -0.152, -0.401, -1.281, -0.792, 0.272, 0.569, 0.390, 0.321, 0.241, 0.469, -0.005, 0.466, -0.661, 1.387, -0.675, -0.165, 0.318, -0.895, -0.637, -0.481, 0.687, 0.424, 0.311, -0.193, -0.105, 0.558, 0.265, -0.626, 0.638, 0.050, -0.362, 0.175, -0.984, -0.307, -0.123, 0.385, 0.080, 0.458, 0.300, 0.449, -0.024, -0.192, -0.217, 1.284, -0.814, -0.147, 0.133, -1.273, -1.162, 0.184, 0.355, 0.172, 0.387, 0.370, 0.307, 0.482, 0.302],
  "largest_force_ev_per_a": 7.2,
  "e_homo_ev": -9.674,
  "e_tot_ha": -5896.7696,
  "relative_energy_kcal_mol": 34.0,
  "spin_multiplicity": 1
}

Record 4
{
  "formula": "C22H29FI2O7S",
  "method": "ωB97M-V/def2-TZVPD",
  "elements": ["C", "C", "C", "O", "C", "C", "O", "C", "C", "C", "C", "S", "O", "O", "O", "C", "I", "C", "C", "I", "C", "F", "C", "C", "O", "C", "O", "C", "C", "C", "C", "C", "C", "H", "H", "H", "H", "H", "H", "H", "H", "H", "H", "H", "H", "H", "H", "H", "H", "H", "H", "H", "H", "H", "H", "H", "H", "H", "H", "H", "H", "H"],
  "xyz": [[-0.194, -3.400, 4.350], [-0.280, -3.157, 3.181], [-0.268, -2.876, 1.738], [-1.290, -1.982, 1.430], [-1.422, -1.722, 0.019], [-1.861, -0.259, -0.105], [-0.692, 0.514, -0.344], [-0.422, 1.536, 0.599], [0.113, 2.738, -0.170], [0.394, 3.993, 0.699], [0.065, 5.275, -0.093], [1.223, 5.502, -1.450], [2.389, 4.693, -1.220], [1.430, 6.896, -1.673], [0.458, 4.942, -2.732], [0.521, 0.924, 1.680], [-0.161, 1.553, 3.649], [2.011, 1.199, 1.471], [2.505, 0.689, 0.099], [3.169, 0.112, 2.984], [-2.864, 0.017, -1.221], [-2.259, -0.142, -2.459], [-4.153, -0.779, -1.158], [-5.107, -0.290, -0.048], [-0.437, -4.097, 1.012], [0.774, -4.621, 0.600], [1.182, -5.645, 1.059], [1.543, -3.881, -0.454], [1.030, -3.636, -1.722], [1.819, -2.960, -2.644], [3.085, -2.507, -2.307], [3.588, -2.746, -1.030], [2.820, -3.439, -0.111], [-0.031, -3.753, 5.340], [0.702, -2.418, 1.493], [-0.458, -1.829, -0.478], [-2.149, -2.423, -0.383], [-2.346, -0.001, 0.841], [-1.325, 1.875, 1.113], [-0.690, 3.017, -0.862], [0.978, 2.493, -0.783], [-0.227, 3.969, 1.593], [1.451, 4.069, 0.937], [0.261, 6.135, 0.546], [-0.951, 5.279, -0.480], [0.520, 3.976, -2.757], [0.365, -0.151, 1.672], [2.285, 2.233, 1.633], [2.932, 1.537, -0.445], [3.284, -0.060, 0.170], [1.679, 0.322, -0.512], [-3.137, 1.077, -1.147], [-3.994, -1.852, -1.056], [-4.647, -0.639, -2.120], [-4.932, 0.758, 0.197], [-5.071, -0.921, 0.837], [-6.129, -0.343, -0.426], [0.037, -3.985, -1.971], [1.428, -2.792, -3.640], [3.674, -1.979, -3.043], [4.574, -2.383, -0.774], [3.208, -3.655, 0.877]],
  "nbo_charge": [-0.156, -0.061, 0.309, -0.529, -0.093, 0.044, -0.545, 0.076, -0.436, -0.422, -0.663, 2.358, -0.952, -0.914, -0.880, -0.339, 0.085, -0.304, -0.674, 0.064, 0.217, -0.365, -0.445, -0.616, -0.531, 0.786, -0.499, -0.185, -0.191, -0.207, -0.199, -0.224, -0.140, 0.238, 0.178, 0.205, 0.193, 0.209, 0.193, 0.206, 0.229, 0.229, 0.233, 0.259, 0.244, 0.509, 0.241, 0.222, 0.229, 0.236, 0.234, 0.156, 0.209, 0.224, 0.204, 0.217, 0.220, 0.225, 0.221, 0.220, 0.223, 0.224],
  "largest_force_ev_per_a": 1.2,
  "e_homo_ev": -9.111,
  "e_tot_ha": -2475.7257,
  "spin_multiplicity": 1
}

Record 5
{
  "formula": "C3H12N2O",
  "method": "ωB97M-V/def2-TZVPD",
  "elements": ["N", "C", "C", "C", "N", "H", "H", "H", "H", "H", "H", "H", "H", "H", "H", "H", "H", "O"],
  "xyz": [[-0.039, 1.976, 0.806], [-0.406, 0.822, -0.043], [-1.611, 1.220, -0.892], [-0.576, -0.476, 0.743], [0.688, -1.124, 0.992], [-0.884, 2.229, 1.322], [0.566, 1.636, 1.551], [0.421, 0.634, -0.726], [-1.873, 0.438, -1.591], [-1.298, 2.122, -1.415], [-2.402, 1.574, -0.235], [-1.107, -0.366, 1.694], [-1.293, -1.121, 0.189], [1.247, -1.390, 0.204], [0.751, -1.672, 1.827], [1.991, -1.704, -1.511], [3.355, -2.285, -1.625], [2.471, -2.512, -1.290]],
  "nbo_charge": [-0.822, -0.049, -0.616, -0.227, -0.874, 0.337, 0.357, 0.165, 0.212, 0.221, 0.199, 0.189, 0.154, 0.371, 0.378, 0.459, 0.472, -0.926],
  "largest_force_ev_per_a": 1.5,
  "e_homo_ev": -8.623,
  "e_tot_ha": -306.2295,
  "relative_energy_kcal_mol": 9.0,
  "spin_multiplicity": 1
}